[1]
85
Properties=species:S:1:pos:R:3:mulliken_charge:R:1 method="wB97M-V/def2-TZVPD" total_charge=+2 homo_energy_ev=-13.375 e_lumo_ha=-0.318
Sn 0.95603 0.83259 -1.92986 0.954
C 1.18369 5.49342 -1.95795 -1.580
C 0.85718 5.11583 -0.52886 0.049
N 1.92179 4.40999 0.19643 0.351
C 3.14009 3.98963 -0.43629 -0.157
C 4.36136 3.91656 0.46379 -1.389
C 1.60254 3.83343 1.37821 -1.283
C 0.89066 2.25313 1.14347 -0.629
N 1.77334 1.45329 0.50849 1.015
C 2.73178 0.72798 1.13071 -0.221
C 3.73495 0.18702 0.30059 0.261
F 3.73858 0.55110 -0.97545 -0.419
C 4.71856 -0.65283 0.78055 0.138
F 5.62297 -1.13425 -0.05539 -0.331
C 4.75852 -0.98446 2.12222 -0.374
C 3.80312 -0.44954 2.97456 0.154
F 3.82634 -0.75541 4.25988 -0.284
C 2.82139 0.40186 2.50409 0.395
F 1.92089 0.87251 3.36328 -0.344
H 0.30392 5.96047 -2.39775 0.416
H 1.43054 4.62048 -2.56572 0.371
H 1.99440 6.21803 -2.01573 0.423
H -0.02755 4.46346 -0.50858 0.241
H 0.61029 6.00108 0.06242 0.359
H 3.32500 4.63399 -1.29026 0.603
H 2.92951 2.97248 -0.84728 0.095
H 4.47056 4.82773 1.05142 0.351
H 5.24863 3.81283 -0.15787 0.413
H 4.34074 3.06182 1.13919 0.260
H 0.78886 4.33537 1.89854 0.535
H 2.45455 3.64735 2.02345 0.426
H 0.01116 2.43969 0.52497 0.320
H 0.64770 2.01326 2.17752 0.328
H 5.52596 -1.64206 2.50657 0.560
O -0.96362 1.12185 -1.13868 -0.050
As -2.44183 0.31071 -0.87565 1.349
C -2.90990 -0.79774 -2.35411 0.443
C -4.26286 -1.05388 -2.54973 -0.433
C -4.65635 -1.88346 -3.58780 -0.733
C -3.70473 -2.44760 -4.42574 -0.513
C -2.35572 -2.19244 -4.22690 -0.763
C -1.95611 -1.36974 -3.18626 -0.015
C -2.32896 -0.73281 0.71623 0.185
C -2.68649 -2.07285 0.69041 -0.320
C -2.62576 -2.81781 1.86041 -0.662
C -2.18801 -2.23211 3.03753 -0.569
C -1.82413 -0.89131 3.05818 -1.069
C -1.90139 -0.13860 1.89867 -0.074
C -3.73804 1.68768 -0.67599 0.158
C -3.93530 2.56296 -1.74044 -0.582
C -4.87873 3.56850 -1.62624 -0.749
C -5.61907 3.69634 -0.45732 -0.474
C -5.42382 2.81920 0.59781 -0.742
C -4.47950 1.80735 0.49204 -0.105
H -5.01184 -0.60000 -1.90989 0.482
H -5.70648 -2.08312 -3.74732 0.429
H -4.01655 -3.08956 -5.23764 0.421
H -1.61657 -2.63872 -4.87684 0.449
H -0.89367 -1.21235 -3.02151 -0.270
H -3.02845 -2.53564 -0.22860 0.381
H -2.92568 -3.85714 1.85055 0.449
H -2.14034 -2.81607 3.94593 0.448
H -1.50183 -0.43267 3.98283 0.507
H -1.64972 0.91740 1.92353 0.588
H -3.36826 2.45529 -2.65833 0.448
H -5.04685 4.24732 -2.45008 0.446
H -6.35943 4.47941 -0.37469 0.428
H -6.01018 2.91578 1.50052 0.446
H -4.33940 1.11138 1.31195 0.409
F 3.25778 -7.41844 2.34407 -0.245
C 2.30829 -7.49085 1.39168 0.793
F 1.21653 -8.03792 1.94549 -0.274
F 2.75314 -8.32851 0.44312 -0.239
C 2.02572 -6.12109 0.82474 0.307
C 3.06345 -5.43454 0.19734 -1.033
C 2.84244 -4.16658 -0.30215 -0.629
C 1.57639 -3.57779 -0.17031 0.533
C 0.53882 -4.28294 0.44404 -0.398
C 0.76409 -5.55375 0.93854 -0.599
C 1.35732 -2.25122 -0.63551 0.493
C 1.16698 -1.11149 -1.02883 -1.023
H 4.03644 -5.89592 0.09938 0.431
H 3.63828 -3.63133 -0.80122 0.590
H -0.43352 -3.82672 0.53398 0.421
H -0.03456 -6.10427 1.41545 0.519

[2]
84
Properties=species:S:1:pos:R:3:mulliken_charge:R:1 method="wB97M-V/def2-TZVPD" multiplicity=6 homo_energy_ev="-7.580 / -7.575" s_squared=8.7678 e_lumo_ha="-0.019 / -0.016"
Sm -8.34226 -27.14187 -2.31766 1.347
C -11.16193 -30.14157 -1.01959 -1.219
C -12.44549 -29.77476 -1.73024 1.010
C -13.63018 -30.42154 -1.39486 -0.864
C -14.81569 -30.11409 -2.02681 -0.657
C -14.86223 -29.17090 -3.03437 -0.936
C -13.68863 -28.52871 -3.40030 -0.728
C -12.48495 -28.81203 -2.75850 0.617
P -10.96474 -28.00898 -3.35138 1.358
C -11.50256 -26.43461 -4.06533 1.057
C -11.53955 -25.39277 -3.12729 -1.289
C -11.91353 -24.11331 -3.50371 -0.803
C -12.21351 -23.88341 -4.84105 -0.873
C -12.17672 -24.92281 -5.75357 -1.003
C -11.84094 -26.22622 -5.39820 1.128
C -11.81202 -27.29923 -6.45189 -1.229
C -10.26531 -29.15160 -4.55657 0.791
C -10.90554 -30.34505 -4.91034 -0.882
C -10.26446 -31.26134 -5.71694 -0.771
C -8.96798 -30.98913 -6.15892 -0.694
C -8.35806 -29.78305 -5.85788 -0.982
C -9.00659 -28.81115 -5.07652 0.949
C -8.42749 -27.48894 -4.72632 -1.974
H -11.35194 -30.85051 -0.23219 0.469
H -10.65677 -29.28270 -0.56824 0.089
H -10.43992 -30.59130 -1.71328 0.223
H -13.63462 -31.15851 -0.60451 0.418
H -15.73194 -30.62185 -1.73746 0.364
H -15.79457 -28.92597 -3.52088 0.472
H -13.72306 -27.77758 -4.16560 0.349
H -11.29350 -25.59197 -2.08735 0.262
H -11.94220 -23.29837 -2.80848 0.574
H -12.45344 -22.87949 -5.15845 0.408
H -12.43088 -24.71983 -6.78933 0.418
H -12.29875 -26.93023 -7.35121 0.529
H -12.32673 -28.20085 -6.13324 0.256
H -10.78656 -27.58442 -6.69736 0.204
H -11.88841 -30.56473 -4.52983 0.442
H -10.76192 -32.18191 -5.99015 0.439
H -8.46141 -31.70684 -6.78375 0.404
H -7.36164 -29.60859 -6.25029 0.458
H -9.00641 -26.67550 -5.19500 0.318
H -7.39501 -27.40835 -5.07067 0.647
F -6.41069 -28.41863 -1.45420 -0.270
B -7.41381 -29.26523 -0.82043 0.226
F -8.17257 -29.71103 -1.94669 -0.200
F -8.28636 -28.33313 -0.16139 -0.363
F -6.93011 -30.20610 -0.00086 -0.271
N -2.05697 -22.98326 -2.56902 0.050
C -1.18315 -21.99587 -2.92470 0.781
C 0.12469 -21.72111 -2.51151 -1.001
C 0.73388 -20.63328 -3.09086 -0.426
C 0.06912 -19.86657 -4.05467 -0.444
C -1.21787 -20.15372 -4.47801 -0.754
C -1.86039 -21.25294 -3.89376 0.467
N -3.11215 -21.78692 -4.11885 -0.686
C -3.19124 -22.80540 -3.31618 -0.174
C -4.30137 -23.79954 -3.24996 0.984
C -4.18648 -24.91810 -2.44426 -0.710
C -5.20373 -25.84655 -2.41794 -0.610
N -6.30503 -25.72043 -3.16723 0.035
C -6.39917 -24.65404 -3.97105 -0.181
C -5.42948 -23.66573 -4.04131 -0.788
H -1.88261 -23.67495 -1.86513 0.156
H 0.63919 -22.29294 -1.76833 0.396
H 1.73963 -20.34665 -2.82113 0.388
H 0.58570 -19.01889 -4.47823 0.373
H -1.70403 -19.53344 -5.20876 0.437
H -3.33192 -25.11806 -1.83487 0.316
H -5.16927 -26.71476 -1.77790 0.667
H -7.29816 -24.58847 -4.58299 0.368
H -5.54864 -22.83180 -4.72445 0.491
S -8.13253 -24.71991 -1.15630 -0.294
C -9.46693 -24.13265 -0.11533 0.575
C -10.53272 -24.93294 0.28545 -0.335
C -11.56847 -24.42347 1.07045 -0.625
C -11.55494 -23.09552 1.47455 -0.529
C -10.48183 -22.29721 1.09975 -0.555
C -9.45767 -22.80312 0.30895 -0.660
H -10.54837 -25.98954 0.03367 0.469
H -12.40468 -25.05274 1.34245 0.387
H -12.35456 -22.72674 2.09861 0.397
H -10.43565 -21.27436 1.41475 0.377
H -8.63579 -22.16362 0.02038 0.441

[3]
82
Properties=species:S:1:pos:R:3:mulliken_charge:R:1 method="wB97M-V/def2-TZVPD" total_charge=+3 homo_energy_ev="-14.845 / -15.213" e_lumo_ha="-0.390 / -0.338"
Sn 0.46624 -1.24208 0.37090 1.090
C -3.28775 4.64716 0.91792 -0.773
O -4.17011 3.53372 1.08109 -0.423
C -3.68255 2.30515 1.04571 0.820
C -4.63345 1.27278 1.24731 -1.159
C -4.21531 -0.01490 1.23548 -1.390
C -2.85178 -0.38374 1.02186 0.390
C -2.51587 -1.76273 1.02539 1.569
C -3.54410 -2.82408 1.27478 -1.740
O -1.33755 -2.20921 0.82703 -0.691
C -1.90928 0.66822 0.81610 0.325
O -0.61497 0.48322 0.60562 -0.829
C -2.34589 1.99526 0.83002 -0.009
H -3.91170 5.52969 1.00232 0.267
H -2.81455 4.62112 -0.06442 0.331
H -2.53236 4.65230 1.70467 0.316
H -5.66633 1.54299 1.41276 0.484
H -4.94699 -0.79372 1.39345 0.501
H -4.04311 -2.67454 2.23224 0.445
H -3.05663 -3.79425 1.26978 0.389
H -4.31132 -2.80530 0.49939 0.423
H -1.59836 2.76050 0.67897 0.519
N 0.29727 -0.62843 3.02594 0.132
C 0.98741 -1.04766 4.18775 0.249
C 0.31805 -1.73538 5.18745 -0.732
C 0.99455 -2.18121 6.31232 -0.662
C 2.35539 -1.93250 6.46853 -0.905
C 3.03807 -1.25476 5.48031 -0.749
C 2.36918 -0.81095 4.32532 0.808
P 3.29044 -0.03973 3.02306 0.416
C 5.03552 -0.12393 3.22343 0.464
C 5.81378 1.04258 3.17816 -0.349
C 7.18434 0.94737 3.32783 -0.705
C 7.78104 -0.29636 3.50353 -0.481
C 7.01345 -1.45782 3.52931 -0.700
C 5.64375 -1.38086 3.38060 -0.265
C 2.69031 1.56963 2.57187 0.625
C 3.05869 2.11484 1.33664 -0.541
C 2.61749 3.38013 0.99088 -0.819
C 1.80343 4.09424 1.86274 -0.540
C 1.42550 3.55008 3.08416 -0.663
C 1.86520 2.28712 3.44592 -0.237
H -0.70390 -0.75824 3.13080 0.094
H 0.45060 0.34695 2.78343 0.090
H -0.74574 -1.91708 5.08954 0.514
H 0.45111 -2.71490 7.08039 0.426
H 2.87504 -2.26024 7.35753 0.458
H 4.09286 -1.04892 5.59993 0.530
H 5.34627 2.01082 3.05727 0.386
H 7.79000 1.84295 3.31615 0.435
H 8.85455 -0.36287 3.61961 0.428
H 7.48954 -2.41984 3.65880 0.426
H 5.04415 -2.28304 3.38624 0.464
H 3.69982 1.55826 0.66264 0.540
H 2.91559 3.81501 0.04667 0.467
H 1.47351 5.08906 1.59378 0.483
H 0.80946 4.11962 3.76708 0.500
H 1.60111 1.87462 4.41290 0.467
N -1.61826 -2.10409 -6.91590 0.034
C -2.31826 -1.75356 -8.06277 0.655
C -2.41184 -2.29404 -9.30878 -0.878
C -3.25769 -1.60943 -10.21011 -0.333
C -3.97567 -0.43194 -9.86691 -0.564
C -3.87901 0.10593 -8.62145 -0.665
C -3.02878 -0.56412 -7.68228 0.840
N -2.76793 -0.24331 -6.41950 -0.510
C -1.91578 -1.18893 -5.97473 0.119
C -1.38892 -1.18323 -4.60743 0.949
C -0.50283 -2.14897 -4.13854 -0.878
C -0.06518 -2.06116 -2.83081 -0.417
N -0.45254 -1.09035 -1.99803 -0.117
C -1.29540 -0.15730 -2.45015 -0.650
C -1.78905 -0.16733 -3.74380 -0.526
H -1.00959 -2.90126 -6.81678 0.211
H -1.88512 -3.18704 -9.61564 0.458
H -3.36140 -2.00533 -11.21235 0.430
H -4.60246 0.02993 -10.61639 0.441
H -4.40985 0.99972 -8.32464 0.486
H -0.14409 -2.96399 -4.75197 0.345
H 0.62384 -2.79734 -2.43302 0.464
H -1.57373 0.62282 -1.75520 0.636
H -2.47357 0.59823 -4.07970 0.562